No. 1
13 unconnected molecules or ions with the total composition C78H125N13O14 at a distorted geometry. Source: OMol25; level of theory: ωB97M-V/def2-TZVPD.

```
! RIJCOSX wB97M-V def2-TZVPD def2/J DEFGRID3
* xyz 0 1
C 17.864 20.597 16.247
C 17.902 19.946 17.497
C 19.128 19.766 18.138
C 20.281 20.346 17.622
C 20.243 20.880 16.321
C 19.050 21.077 15.683
N 21.588 20.444 18.354
O 21.599 19.963 19.503
O 22.595 20.787 17.782
H 16.914 20.684 15.741
H 17.002 19.651 18.016
H 19.131 19.383 19.148
H 21.171 21.160 15.846
H 19.098 21.598 14.738
C 14.537 22.873 15.958
C 14.827 22.640 14.601
C 15.964 23.183 13.997
C 16.893 23.921 14.804
C 16.599 24.158 16.170
C 15.400 23.662 16.752
N 18.096 24.486 14.217
O 18.171 24.604 12.996
O 19.060 24.781 14.947
H 13.622 22.467 16.363
H 14.149 22.091 13.964
H 16.102 23.090 12.929
H 17.231 24.749 16.816
H 15.144 23.808 17.791
C 16.998 17.929 24.684
C 16.732 19.303 24.452
C 15.488 19.603 23.971
C 14.477 18.633 23.866
C 14.780 17.327 24.133
C 16.066 16.948 24.485
N 13.093 19.036 23.474
O 12.774 20.213 23.328
O 12.290 18.188 23.231
H 17.968 17.653 25.071
H 17.451 20.065 24.715
H 15.217 20.624 23.746
H 14.006 16.574 24.146
H 16.326 15.909 24.625
C 9.363 20.700 20.633
C 10.703 20.439 20.842
C 11.628 21.421 20.410
C 11.251 22.580 19.727
C 9.877 22.765 19.540
C 8.914 21.914 20.042
N 12.253 23.516 19.166
O 13.357 23.547 19.708
O 11.973 24.279 18.263
H 8.718 19.989 21.129
H 11.074 19.588 21.395
H 12.681 21.289 20.611
H 9.601 23.678 19.033
H 7.880 22.219 20.096
C 12.133 14.110 20.718
C 11.689 13.820 19.471
C 11.275 14.864 18.621
C 11.351 16.196 19.029
C 11.796 16.425 20.334
C 12.131 15.401 21.189
N 10.881 17.247 18.180
O 10.864 18.416 18.589
O 10.556 16.979 17.014
H 12.417 13.279 21.347
H 11.640 12.821 19.063
H 11.006 14.600 17.610
H 11.804 17.422 20.748
H 12.437 15.636 22.198
C 17.383 10.027 17.046
C 17.354 11.262 16.424
C 16.139 11.977 16.355
C 14.962 11.452 16.883
C 14.987 10.190 17.488
C 16.202 9.481 17.503
N 13.720 12.229 16.774
O 13.768 13.493 16.634
O 12.625 11.647 16.898
H 18.333 9.519 17.114
H 18.311 11.636 16.092
H 16.063 12.931 15.855
H 14.017 9.768 17.706
H 16.242 8.459 17.851
C 21.004 11.623 18.821
C 20.275 10.848 19.712
C 18.999 11.291 20.054
C 18.538 12.475 19.584
C 19.273 13.252 18.709
C 20.527 12.801 18.324
N 17.233 13.037 20.011
O 16.440 12.259 20.606
O 16.864 14.187 19.723
H 21.987 11.310 18.503
H 20.677 9.920 20.091
H 18.342 10.737 20.708
H 18.793 14.186 18.459
H 21.012 13.462 17.620
C 16.429 12.884 10.062
C 17.310 13.756 10.956
N 16.951 13.663 12.393
C 16.990 12.319 12.973
C 18.300 11.574 12.644
C 15.717 14.363 12.854
C 15.695 15.871 12.874
H 15.344 12.930 10.154
H 16.607 11.821 10.222
H 16.790 13.157 9.071
H 18.373 13.528 10.879
H 17.172 14.801 10.679
H 16.077 11.734 12.860
H 16.933 12.483 14.049
H 18.298 10.642 13.209
H 19.186 12.173 12.853
H 18.416 11.187 11.632
H 14.944 14.028 12.163
H 15.362 13.976 13.810
H 15.637 16.172 11.828
H 14.739 16.214 13.271
H 16.496 16.478 13.294
C 18.898 14.518 15.196
C 19.321 15.843 15.872
N 20.776 15.873 16.259
C 21.667 15.873 15.096
C 23.156 15.620 15.409
C 21.084 17.045 17.140
C 20.521 16.775 18.504
H 19.282 14.473 14.177
H 17.808 14.523 15.206
H 19.242 13.608 15.688
H 19.095 16.745 15.302
H 18.671 15.845 16.746
H 21.300 15.121 14.398
H 21.520 16.761 14.481
H 23.315 15.046 16.322
H 23.551 15.058 14.562
H 23.639 16.581 15.586
H 20.659 17.916 16.642
H 22.133 17.232 17.368
H 20.802 15.773 18.827
H 19.435 16.781 18.599
H 20.946 17.520 19.177
C 14.324 24.078 23.669
C 15.201 23.820 22.441
N 16.339 22.839 22.569
C 17.267 23.210 23.689
C 18.030 24.517 23.544
C 16.996 22.621 21.290
C 17.920 21.390 21.485
H 13.592 24.797 23.302
H 14.923 24.513 24.469
H 13.706 23.240 23.990
H 14.463 23.386 21.767
H 15.578 24.732 21.979
H 16.648 23.288 24.582
H 17.953 22.395 23.917
H 17.418 25.377 23.272
H 18.613 24.670 24.453
H 18.767 24.379 22.754
H 17.560 23.511 21.010
H 16.268 22.450 20.497
H 18.182 20.988 20.507
H 17.468 20.560 22.029
H 18.829 21.606 22.046
C 20.185 18.008 22.464
C 21.076 17.530 23.592
N 20.698 18.050 24.872
C 21.285 17.266 25.984
C 22.843 17.225 26.084
C 20.797 19.497 25.013
C 20.364 20.027 26.386
H 20.422 17.590 21.486
H 20.149 19.093 22.363
H 19.138 17.728 22.583
H 20.897 16.456 23.631
H 22.145 17.645 23.414
H 20.847 17.532 26.946
H 20.993 16.217 25.944
H 23.125 16.998 27.112
H 23.269 16.486 25.406
H 23.217 18.228 25.878
H 20.193 20.012 24.266
H 21.777 19.932 24.818
H 21.051 19.843 27.212
H 19.434 19.535 26.670
H 20.196 21.103 26.333
C 10.392 21.879 15.728
C 10.431 20.640 14.717
N 11.554 20.849 13.766
C 12.291 19.614 13.384
C 12.992 18.992 14.614
C 11.016 21.704 12.702
C 12.067 22.229 11.800
H 9.806 22.716 15.348
H 11.445 22.160 15.752
H 10.001 21.713 16.732
H 10.452 19.677 15.227
H 9.459 20.533 14.236
H 12.994 19.893 12.600
H 11.563 18.985 12.872
H 12.247 18.858 15.398
H 13.783 19.632 15.005
H 13.402 18.017 14.352
H 10.149 21.290 12.188
H 10.656 22.603 13.202
H 13.017 22.386 12.310
H 12.144 21.440 11.051
H 11.702 23.166 11.379
C 15.350 16.676 16.676
C 14.345 17.408 17.648
N 15.058 18.157 18.745
C 14.300 19.334 19.214
C 14.097 20.385 18.090
C 15.589 17.313 19.843
C 16.619 17.944 20.744
H 16.279 16.455 17.202
H 15.565 17.374 15.866
H 14.826 15.793 16.312
H 13.636 17.994 17.064
H 13.688 16.641 18.058
H 13.326 18.984 19.556
H 14.702 19.734 20.145
H 13.046 20.599 17.894
H 14.521 21.303 18.498
H 14.605 20.111 17.165
H 15.937 16.365 19.433
H 14.763 16.867 20.399
H 16.106 18.605 21.442
H 17.379 18.528 20.225
H 17.153 17.213 21.351
*
```

Gap between HOMO and LUMO: 6.916 eV
E_LUMO: -1.103 eV



No. 2
C3H10NP in the gas phase at a distorted geometry. Source: OMol25; level of theory: ωB97M-V/def2-TZVPD.

```
! RIJCOSX wB97M-V def2-TZVPD def2/J DEFGRID3
* xyz 0 1
C 0.649 -0.357 -1.238
C -0.298 0.132 -0.161
C -0.879 1.524 -0.303
N 0.260 0.162 1.181
P 0.739 -1.590 1.798
H 1.707 0.074 -0.934
H 0.759 -1.536 -1.316
H 0.406 0.064 -2.320
H -1.067 -0.771 -0.096
H -0.217 2.322 -0.437
H -1.402 1.835 0.490
H -1.422 1.559 -1.170
H 1.077 0.750 1.337
H -0.519 -1.837 2.414
H 0.208 -2.330 0.755
*
```

SMILES: CC(C)NP
Gap between HOMO and LUMO: 9.937 eV
E_LUMO: 1.079 eV



No. 3
A molecular structure, C4H11O3 at a distorted geometry. Source: OMol25; level of theory: ωB97M-V/def2-TZVPD.

```
! RIJCOSX wB97M-V def2-TZVPD def2/J DEFGRID3
* xyz 0 2
C 2.173 0.478 -0.451
O 1.968 1.730 0.209
C 1.221 -0.689 0.106
C -0.221 -0.267 -0.104
C -1.247 -1.327 0.384
O -0.627 0.968 0.373
H 2.178 0.343 -1.564
H 3.217 0.339 -0.150
H 1.333 -0.792 1.199
H 1.642 -1.575 -0.376
H -0.229 -0.231 -1.247
H -2.226 -0.978 0.078
H -1.072 -2.322 -0.054
H -1.098 -1.403 1.464
H 1.000 1.761 0.319
H -1.901 1.084 0.287
H -3.109 1.727 -0.623
O -3.002 1.154 0.148
*
```

Gap between HOMO and LUMO (alpha / beta): 11.235 / 6.878 eV
Expectation value of S²: 0.756
E_LUMO (alpha / beta): 0.786 / -3.538 eV



No. 4
A molecular structure, C19H22N2O6S at a distorted geometry. Source: OMol25; level of theory: ωB97M-V/def2-TZVPD.

```
! RIJCOSX wB97M-V def2-TZVPD def2/J DEFGRID3
* xyz 0 1
C 6.234 2.917 0.325
C 5.002 2.436 -0.331
C 4.037 2.047 0.719
C 4.365 0.631 1.390
H 5.337 0.563 1.683
H 3.552 0.279 2.244
S 4.312 -0.860 0.415
C 2.696 -1.135 -0.023
N 1.789 -0.452 0.685
C 0.580 -0.870 0.666
C 0.060 -1.662 -0.097
C 0.965 -2.505 -0.992
O 0.841 -3.697 -1.764
N 2.433 -2.087 -0.686
C 3.433 -2.894 -1.579
H 4.078 -3.372 -0.634
H 4.018 -2.352 -2.051
H 2.909 -3.698 -1.964
C -1.226 -2.160 -0.255
C -2.241 -1.121 -0.580
C -2.173 -0.475 -1.970
C -3.145 0.656 -1.915
C -4.019 0.989 -1.080
C -4.188 0.182 0.237
C -3.170 -0.700 0.033
C -2.765 -1.706 1.433
O -3.304 -1.930 2.550
O -1.801 -2.391 1.073
O -5.221 0.410 1.019
C -5.746 -0.623 1.713
H -6.720 -0.048 1.913
H -5.994 -1.482 0.882
H -5.163 -0.849 2.529
O -4.811 1.797 -1.543
C -5.944 2.291 -0.778
H -6.248 3.420 -1.296
H -6.659 1.596 -0.908
H -5.641 2.680 0.497
H -3.024 1.198 -2.955
H -1.501 -0.586 -2.527
H -1.307 -3.254 -0.643
O -0.457 -0.015 1.621
H 0.081 0.520 1.929
H 3.730 2.579 1.549
H 2.787 1.864 0.230
H 5.181 1.578 -1.059
H 4.462 3.164 -0.821
H 6.932 3.185 -0.515
H 6.758 2.188 0.591
H 5.897 3.754 1.041
*
```

Gap between HOMO and LUMO: 7.476 eV
E_LUMO: -0.063 eV



Number 1: E -130926.4262 eV. Number 2: E -14050.0387 eV. Number 3: E -10465.1849 eV. Number 4: E -46140.5557 eV.